13
Properties=species:S:1:pos:R:3:forces:R:3:lowdin_spin:R:1 method="wB97M-V/def2-TZVPD" orbital_gap_ev="5.81 / 1.85" largest_force_ha_per_bohr=0.0510 charge=+1 de_lowest_ev=2.124 spin_multiplicity=2 lumo_ev="-5.5 / -9.5" e_homo_ev="-11.327 / -11.327"
S -0.713 3.260 1.900 -1.83 0.87 1.67 0.842
O 1.531 -2.089 -1.761 -0.89 -0.05 -0.59 0.000
C 0.841 -4.320 -1.432 -1.33 0.32 -0.60 0.000
C -1.556 2.280 0.613 1.96 -0.40 -0.56 0.086
C 0.608 -3.021 -1.294 2.10 0.52 0.96 0.000
H 1.544 -4.626 -2.193 0.29 -0.28 0.21 0.000
H -1.971 2.928 -0.167 -0.04 0.29 0.33 0.028
H -0.011 -2.506 -0.569 -0.47 -0.49 -0.16 0.000
H 0.609 3.585 2.049 0.19 -0.81 -1.46 0.030
H 1.933 -2.473 -2.550 0.24 0.15 0.10 0.000
H -2.310 1.737 1.185 0.02 0.20 0.03 0.009
H -0.813 1.632 0.142 -0.28 -0.17 -0.01 0.005
H 0.154 -5.042 -1.026 0.03 -0.16 0.09 0.000